[1]
{
  "formula": "C16H52O10",
  "method": "wB97M-V/def2-TZVPD",
  "symbols": ["C", "C", "O", "H", "H", "H", "H", "H", "H", "C", "C", "O", "H", "H", "H", "H", "H", "H", "C", "C", "O", "H", "H", "H", "H", "H", "H", "C", "C", "O", "H", "H", "H", "H", "H", "H", "C", "C", "O", "H", "H", "H", "H", "H", "H", "C", "C", "O", "H", "H", "H", "H", "H", "H", "C", "O", "H", "H", "H", "H", "C", "O", "H", "H", "H", "H", "C", "O", "H", "H", "H", "H", "C", "O", "H", "H", "H", "H"],
  "xyz": [[-10.3970, 0.2581, 22.3922], [-10.1717, 0.5458, 20.9606], [-8.9925, -0.1003, 20.4422], [-11.4797, 0.3646, 22.6488], [-9.8428, 0.9123, 23.0023], [-10.1763, -0.7663, 22.5874], [-10.1963, 1.5938, 20.6850], [-10.8684, 0.0901, 20.2564], [-9.2371, -0.8993, 20.0086], [-10.2680, -2.0877, 17.7642], [-10.5518, -3.5275, 17.6833], [-11.1479, -4.0367, 16.5054], [-9.9197, -1.7588, 16.8212], [-9.4594, -1.7980, 18.4426], [-11.1853, -1.5472, 18.0071], [-11.2914, -3.7722, 18.4830], [-9.6288, -4.0938, 17.8167], [-11.6584, -4.8036, 16.7391], [-6.8016, -2.9370, 17.9452], [-6.6404, -2.1959, 19.2266], [-5.7420, -2.9110, 20.0580], [-7.3980, -2.3411, 17.2217], [-7.1877, -3.8992, 17.9596], [-5.8210, -3.0715, 17.5238], [-7.5804, -2.1941, 19.7439], [-6.3958, -1.1919, 18.9865], [-5.6058, -2.4534, 20.9364], [-13.5587, -6.8146, 20.5120], [-13.3456, -5.7922, 19.3678], [-12.3563, -6.2545, 18.4729], [-14.2251, -6.4562, 21.3366], [-12.5406, -7.0618, 20.9026], [-14.0228, -7.7419, 20.1679], [-13.1592, -4.7653, 19.7607], [-14.3024, -5.7815, 18.8208], [-12.7869, -6.7931, 17.7976], [-5.9675, -6.1071, 24.2483], [-6.1622, -5.9024, 22.6972], [-5.1530, -6.5809, 21.9962], [-6.0612, -7.1897, 24.4906], [-6.8531, -5.7594, 24.7349], [-5.0455, -5.6134, 24.5572], [-6.1549, -4.8266, 22.4758], [-7.1611, -6.2921, 22.4682], [-5.1364, -6.2648, 21.0923], [-10.3628, -4.5346, 22.5891], [-9.7624, -4.4353, 21.1665], [-9.6087, -3.0716, 20.8690], [-10.4698, -5.5377, 22.9252], [-11.1483, -3.8511, 22.8240], [-9.5368, -4.2867, 23.2953], [-10.4489, -4.7960, 20.4494], [-8.8621, -4.9550, 20.9839], [-10.4332, -2.6362, 20.8256], [-9.9912, -8.0808, 20.2253], [-8.6593, -7.6966, 20.3564], [-10.4626, -8.3535, 21.1657], [-10.0521, -8.9523, 19.5590], [-10.5646, -7.2969, 19.7202], [-8.5984, -6.7981, 20.1617], [-13.6017, -2.8150, 21.7736], [-12.5285, -2.5413, 20.8499], [-13.4558, -3.7077, 22.3262], [-14.6201, -2.9206, 21.2757], [-13.6763, -2.0521, 22.5210], [-12.8666, -1.7080, 20.3916], [-7.7780, -2.1021, 23.7702], [-7.4811, -2.4568, 22.4484], [-7.9348, -1.0327, 23.8754], [-6.8310, -2.3513, 24.3465], [-8.7462, -2.5451, 24.0168], [-8.2772, -2.6990, 21.9975], [-6.0836, -6.3323, 18.5479], [-6.8112, -5.6084, 19.5899], [-5.9612, -7.3800, 18.9035], [-5.0818, -5.9317, 18.4832], [-6.5677, -6.2799, 17.5503], [-6.6321, -4.6553, 19.5040]],
  "molar_mass_g_mol": 404.6,
  "de_lowest_kcal_mol": 118.9,
  "smiles": "CCO.CCO.CCO.CCO.CCO.CCO.CO.CO.CO.CO",
  "lumo_energy_ev": 0.1,
  "orbital_gap_ev": 9.425
}


[2]
{
  "formula": "C16H52O10",
  "method": "wB97M-V/def2-TZVPD",
  "symbols": ["C", "C", "C", "O", "H", "H", "H", "H", "H", "H", "H", "H", "C", "C", "C", "O", "H", "H", "H", "H", "H", "H", "H", "H", "C", "C", "C", "O", "H", "H", "H", "H", "H", "H", "H", "H", "C", "O", "H", "H", "H", "H", "C", "O", "H", "H", "H", "H", "C", "O", "H", "H", "H", "H", "C", "O", "H", "H", "H", "H", "C", "O", "H", "H", "H", "H", "C", "O", "H", "H", "H", "H", "C", "O", "H", "H", "H", "H"],
  "xyz": [[-3.4701, -0.5764, 0.1660], [-4.2195, -1.0626, 1.5182], [-3.1602, -1.6461, 2.3530], [-4.8068, 0.1659, 2.0589], [-2.8879, -1.5208, -0.1188], [-2.6320, 0.2101, 0.2576], [-4.0256, -0.2116, -0.8140], [-5.0287, -1.8348, 1.3022], [-2.6569, -2.4993, 1.8011], [-3.5623, -2.1510, 3.2862], [-2.4336, -0.9244, 2.8192], [-5.3697, 0.7093, 1.3660], [-0.5087, 2.2885, -3.2478], [-0.2621, 1.6908, -4.6336], [-0.0662, 2.9029, -5.5207], [0.9998, 1.1625, -4.5012], [-0.7770, 1.2911, -2.5146], [-1.3978, 2.8948, -3.2318], [0.2967, 2.7473, -2.7735], [-0.7683, 0.9106, -5.0834], [-0.9194, 3.4228, -5.7805], [0.1958, 2.3931, -6.5765], [0.8138, 3.4424, -5.0857], [1.5932, 1.6310, -3.6850], [0.7310, -0.6028, -0.2112], [1.4861, 0.3153, 0.8598], [0.3615, 1.0832, 1.6520], [2.2545, -0.4414, 1.7847], [0.0933, 0.0962, -1.1264], [0.0608, -1.2877, 0.0767], [1.6266, -1.1125, -0.6051], [2.0969, 1.0378, 0.3557], [0.9217, 1.7160, 2.3033], [-0.1303, 0.4674, 2.2401], [-0.2085, 1.4078, 0.9866], [2.7074, -0.9711, 1.2105], [1.3531, 3.7735, 4.5369], [2.6293, 3.9108, 5.1162], [0.6347, 4.2900, 4.9542], [1.1949, 2.6652, 4.7050], [1.5988, 3.8149, 3.5830], [2.0918, 4.1367, 5.9812], [-0.9523, -4.1986, -0.1025], [-0.2411, -5.3520, -0.0124], [-1.8358, -4.1006, -0.6933], [-0.4054, -3.2567, -0.5542], [-1.3034, -3.7644, 0.7403], [0.0865, -5.5724, -0.8407], [0.6598, -2.8626, 4.1078], [1.9439, -2.2334, 4.0530], [0.4805, -3.3411, 5.1062], [0.6311, -3.7579, 3.4448], [-0.0395, -2.1625, 3.6701], [2.2536, -1.5510, 3.3372], [5.2907, -1.3439, 0.6236], [4.1944, -2.0807, 0.4537], [6.0906, -1.8358, 0.1058], [5.6018, -1.2004, 1.7208], [5.1232, -0.4278, 0.2369], [4.4249, -3.0435, 0.7895], [-1.7026, -1.9339, -2.9629], [-2.8370, -2.6831, -2.6679], [-1.8809, -1.7092, -4.0814], [-0.7371, -2.3917, -2.8029], [-1.6285, -0.8807, -2.5111], [-2.7681, -3.3140, -3.4252], [-3.2634, 3.2182, 1.1717], [-2.9841, 4.5968, 0.7877], [-2.4222, 2.9689, 1.8535], [-3.3949, 2.3761, 0.2993], [-4.2433, 3.1529, 1.7780], [-2.5732, 5.1603, 1.4415], [3.6843, 0.1960, -2.8539], [3.1129, 1.3944, -2.7426], [4.3387, 0.4137, -3.7497], [2.8985, -0.4699, -3.0120], [4.1004, 0.1163, -1.8712], [3.8469, 2.1392, -2.6019]],
  "molar_mass_g_mol": 404.6,
  "de_lowest_kcal_mol": 328.3,
  "smiles": "CC(C)O.CC(C)O.CC(C)O.CO.CO.CO.CO.CO.CO.CO",
  "lumo_energy_ev": 0.3,
  "orbital_gap_ev": 9.601
}


[3]
{
  "formula": "C16H53AsF6N3O11",
  "method": "wB97M-V/def2-TZVPD",
  "symbols": ["As", "F", "F", "F", "F", "F", "F", "C", "C", "C", "O", "C", "N", "H", "H", "H", "H", "H", "H", "H", "H", "H", "H", "H", "C", "C", "C", "O", "C", "N", "H", "H", "H", "H", "H", "H", "H", "H", "H", "H", "H", "C", "C", "C", "O", "C", "N", "H", "H", "H", "H", "H", "H", "H", "H", "H", "H", "H", "C", "C", "O", "O", "H", "H", "H", "H", "H", "H", "C", "C", "O", "O", "H", "H", "H", "H", "H", "H", "O", "H", "H", "O", "H", "H", "O", "H", "H", "O", "H", "H"],
  "xyz": [[-0.2547, 0.4770, -0.2207], [-0.1941, 0.4118, -2.0187], [1.6057, 0.4654, -0.1370], [-0.3864, 0.6355, 1.5830], [-2.0166, 0.6593, -0.3881], [-0.2083, -1.3099, -0.0381], [-0.0425, 2.2439, -0.2987], [-4.4745, -4.5720, -0.3068], [-3.1163, -4.2306, 0.4401], [-3.1688, -3.8533, 1.9393], [-3.8933, -2.6369, 2.2580], [-3.0207, -1.4822, 2.0229], [-2.1847, -5.3278, 0.0858], [-4.6871, -5.5740, 0.0658], [-4.2660, -4.7498, -1.3618], [-5.3074, -3.9032, -0.0899], [-2.7208, -3.3690, -0.0979], [-2.2758, -3.7276, 2.5515], [-3.6046, -4.7278, 2.4223], [-2.4752, -1.4446, 2.9658], [-3.5816, -0.5494, 2.0796], [-2.4115, -1.4871, 1.1190], [-1.2525, -5.0255, 0.3299], [-2.3412, -5.4408, -0.9056], [4.3778, 4.5952, 4.8801], [4.5918, 3.0617, 4.6092], [3.8191, 2.4851, 3.3630], [3.6963, 1.0454, 3.5782], [3.4649, 0.2446, 2.3604], [6.0305, 2.6292, 4.5631], [5.2965, 5.0689, 5.2262], [3.4742, 4.8815, 5.4184], [4.2168, 5.1108, 3.9334], [4.1890, 2.6163, 5.5189], [4.2113, 2.7260, 2.3750], [2.7758, 2.7856, 3.2664], [3.0551, -0.7453, 2.5609], [4.3424, 0.3472, 1.7221], [2.7232, 0.6335, 1.6627], [6.1293, 1.6526, 4.3254], [6.3825, 2.5754, 5.5083], [-3.3165, 2.7999, -2.4794], [-4.3963, 3.1755, -1.5030], [-5.1378, 1.9520, -0.8857], [-5.9145, 1.1539, -1.6956], [-6.3936, 0.0799, -1.0194], [-3.7718, 3.8576, -0.4109], [-2.9290, 3.6437, -3.0504], [-3.7016, 1.9807, -3.0867], [-2.5638, 2.3195, -1.8543], [-5.1277, 3.8221, -1.9878], [-5.7639, 2.2676, -0.0511], [-4.3653, 1.3449, -0.4137], [-7.0078, 0.2155, -0.1291], [-5.5687, -0.5954, -0.7924], [-6.9644, -0.5008, -1.7440], [-4.2146, 4.6014, 0.1094], [-3.3094, 3.1863, 0.1855], [3.6741, 0.7399, -3.5327], [5.0158, 0.8847, -2.9365], [5.8415, -0.2308, -2.9461], [2.9978, -0.3845, -2.9245], [3.6193, 0.6211, -4.6148], [3.1023, 1.6118, -3.2150], [4.8814, 1.1743, -1.8943], [5.5867, 1.6115, -3.5144], [6.6946, 0.0295, -2.5909], [2.0854, -0.2988, -3.2104], [0.7143, -2.9559, -2.6930], [1.7792, -3.6917, -3.5542], [1.1490, -4.3014, -4.6802], [-0.1532, -4.0236, -2.1595], [-0.0158, -2.5341, -3.3838], [1.2131, -2.2509, -2.0280], [2.4424, -4.4370, -3.1152], [2.3844, -2.9697, -4.1025], [1.8381, -4.5664, -5.2937], [-0.4988, -4.4057, -2.9695], [1.6384, 3.9145, 0.7067], [2.4191, 3.3663, 0.7861], [1.0415, 3.4041, 0.1596], [0.3986, -4.0109, 0.5082], [0.3232, -3.0621, 0.6099], [0.2921, -4.1608, -0.4312], [3.6725, 2.2825, -0.1883], [3.3664, 2.6890, -0.9990], [3.1079, 1.5178, -0.0752], [-2.2649, 2.3138, 2.2700], [-2.9505, 1.7285, 1.9482], [-1.4468, 1.8956, 2.0014]],
  "molar_mass_g_mol": 652.5,
  "de_lowest_kcal_mol": 0.0,
  "total_charge": -1,
  "lumo_energy_ev": 2.1,
  "orbital_gap_ev": 8.640
}


[4]
{
  "formula": "C16H53BF4N11O9",
  "method": "wB97M-V/def2-TZVPD",
  "symbols": ["B", "F", "F", "F", "F", "C", "O", "N", "N", "H", "H", "H", "H", "C", "O", "N", "N", "H", "H", "H", "H", "C", "O", "N", "N", "H", "H", "H", "H", "C", "O", "N", "N", "H", "H", "H", "H", "C", "C", "C", "O", "C", "N", "H", "H", "H", "H", "H", "H", "H", "H", "H", "H", "H", "C", "C", "C", "O", "C", "N", "H", "H", "H", "H", "H", "H", "H", "H", "H", "H", "H", "C", "C", "C", "O", "C", "N", "H", "H", "H", "H", "H", "H", "H", "H", "H", "H", "H", "O", "H", "H", "O", "H", "H"],
  "xyz": [[0.0382, 0.4342, 0.2920], [1.2676, 0.9739, -0.1094], [-0.9859, 1.4131, 0.2073], [-0.3928, -0.4093, -0.7103], [0.1795, -0.0797, 1.5321], [-0.9663, 2.1413, 2.9707], [-1.1962, 2.3550, 4.1655], [-1.7779, 2.2472, 1.9929], [0.2202, 1.9097, 2.5287], [-2.7242, 2.4129, 2.3046], [-1.4296, 2.0371, 1.0684], [0.9646, 1.7243, 3.1856], [0.4055, 1.6343, 1.5748], [1.9904, -2.0463, -0.2217], [0.9933, -2.6834, -0.4700], [3.1146, -2.5820, -0.0423], [2.0197, -0.7543, 0.0208], [3.2700, -3.5773, -0.1143], [3.8429, -1.8822, -0.0393], [2.9205, -0.3387, 0.2103], [1.1629, -0.2213, -0.0225], [-2.1823, -1.2999, 1.4936], [-3.2794, -1.7975, 1.6135], [-2.1315, -0.0213, 1.3755], [-1.0824, -1.8979, 1.2343], [-1.2250, 0.3992, 1.2289], [-2.9404, 0.5105, 1.6636], [-1.0561, -2.8943, 1.3971], [-0.2637, -1.3769, 0.9542], [1.7919, -1.1947, 3.2260], [2.3709, -1.9322, 3.9959], [0.5370, -0.9804, 3.1646], [2.3919, -0.5772, 2.2811], [-0.1468, -1.4245, 3.7606], [0.2829, -0.3783, 2.3945], [3.3284, -0.8221, 1.9931], [1.8555, 0.1047, 1.7640], [-3.1814, 1.9589, 0.2552], [-3.0702, 1.0185, -1.0037], [-4.3484, 0.9759, -1.9875], [-5.4061, 0.3585, -1.2803], [-6.5922, 0.4223, -2.0311], [-1.8425, 1.2488, -1.6954], [-3.7685, 1.7287, 1.1443], [-3.5082, 2.9250, -0.1294], [-2.2270, 2.2268, 0.7085], [-3.0216, 0.0306, -0.5458], [-4.1179, 0.5789, -2.9762], [-4.6410, 2.0100, -2.1693], [-7.0623, 1.4052, -2.0005], [-7.2916, -0.2363, -1.5162], [-6.3932, 0.2051, -3.0806], [-1.0859, 1.1017, -1.0427], [-1.7439, 2.2502, -1.7819], [-0.6218, -2.7933, -2.8449], [-1.6734, -1.6982, -2.5361], [-2.4186, -1.9040, -1.2018], [-3.1098, -3.1151, -1.2841], [-3.9751, -3.4605, -0.2638], [-1.0148, -0.4057, -2.5906], [-0.1454, -2.5417, -3.7924], [-1.0364, -3.7883, -3.0063], [0.1448, -2.7915, -2.0700], [-2.3923, -1.6752, -3.3551], [-3.1575, -1.1073, -1.1161], [-1.7882, -2.0414, -0.3234], [-4.3263, -4.4853, -0.3843], [-4.7119, -2.6614, -0.1819], [-3.4990, -3.5145, 0.7152], [-1.7949, 0.2168, -2.4354], [-0.5186, -0.2810, -1.7197], [3.3354, 1.0852, 0.2043], [4.5166, 0.2492, -0.2883], [5.9243, 0.8504, 0.0188], [6.0143, 2.1273, -0.6175], [7.0380, 2.8462, -0.0442], [4.4344, -1.1221, 0.2744], [2.9998, 0.8775, 1.2204], [2.4311, 0.9926, -0.3972], [3.5715, 2.1489, 0.2332], [4.3226, 0.0430, -1.3409], [6.6653, 0.1863, -0.4261], [6.2483, 0.9319, 1.0563], [6.9357, 3.2225, 0.9736], [6.9255, 3.7295, -0.6728], [8.0608, 2.5750, -0.3058], [5.2461, -1.6244, -0.0557], [4.6320, -1.0650, 1.2633], [1.3787, 2.9995, 0.2373], [2.1948, 2.9749, -0.2624], [1.1474, 2.0794, 0.3645], [0.3520, 1.0984, -2.0189], [-0.3426, 0.7800, -2.5955], [0.1416, 0.7272, -1.1621]],
  "molar_mass_g_mol": 630.5,
  "de_lowest_kcal_mol": 1187.9,
  "total_charge": -1,
  "lumo_energy_ev": 2.0,
  "orbital_gap_ev": 6.487
}


Highest occupied orbital energy for the records above, in order: -9.3; -9.3; -6.5; -4.5 eV